The following is a quantum chemistry calculation of a 2-piece molecular cluster, C18H23N4O6 overall, from the Open Molecules 2025 dataset.

The geometry in XYZ format:
```
51
Properties=species:S:1:pos:R:3:nbo_charge:R:1
C 1.90 0.07 -3.11 -0.5475
C 2.84 -0.96 -3.08 0.2887
N 3.61 -1.85 -3.11 -0.4615
C 1.60 0.86 -1.98 0.0421
C 0.57 1.86 -1.99 -0.2641
C 0.29 2.61 -0.88 -0.1841
C 1.03 2.42 0.31 -0.0468
N 0.83 3.29 1.43 0.4941
O 1.55 3.14 2.44 -0.4693
O -0.06 4.17 1.36 -0.4676
C 2.06 1.45 0.37 -0.1687
C 2.33 0.68 -0.75 -0.2937
H 1.30 0.19 -4.01 0.2173
H 0.01 2.01 -2.91 0.2070
H -0.49 3.38 -0.88 0.2320
H 2.62 1.34 1.29 0.2313
H 3.11 -0.09 -0.70 0.2217
C 1.71 -1.55 -8.80 -0.6477
C 2.54 -0.34 -9.15 0.2626
C 4.00 -0.70 -9.37 -0.6492
C 2.00 0.35 -10.39 -0.6171
O 2.41 0.68 -8.09 -0.5061
C 2.96 0.39 -6.90 0.8386
N 3.02 1.64 -6.18 -0.1863
N 3.81 1.63 -5.20 -0.1058
C 3.66 2.85 -4.40 0.8553
O 2.59 3.37 -4.13 -0.5675
O 4.89 3.19 -3.97 -0.5023
C 4.95 4.30 -3.00 0.2596
C 4.23 3.89 -1.73 -0.6514
C 4.38 5.58 -3.60 -0.6471
C 6.42 4.50 -2.72 -0.6166
O 3.29 -0.71 -6.48 -0.5468
H 0.66 -1.25 -8.64 0.2138
H 1.73 -2.29 -9.61 0.2077
H 2.08 -2.02 -7.88 0.2551
H 4.58 0.20 -9.64 0.2113
H 4.45 -1.15 -8.48 0.2462
H 4.09 -1.42 -10.20 0.2145
H 2.59 1.24 -10.62 0.2149
H 2.03 -0.32 -11.26 0.2099
H 0.97 0.67 -10.23 0.2180
H 4.67 2.95 -1.36 0.2263
H 4.34 4.67 -0.96 0.2154
H 3.16 3.73 -1.92 0.2545
H 4.96 5.87 -4.49 0.2035
H 3.33 5.45 -3.88 0.2493
H 4.45 6.40 -2.87 0.2147
H 6.97 4.79 -3.62 0.2076
H 6.57 5.29 -1.97 0.2132
H 6.88 3.58 -2.34 0.2213
```

Output
**HOMO-LUMO gap**: 4.71 eV
**HOMO energy**: -3.33 eV
**Charge**: -1